No. 1
9
Properties=species:S:1:pos:R:3:forces:R:3 method="wB97M-V/def2-TZVPD" spin_multiplicity=3 e_lumo_ev="-0.180 / -4.060" orbital_gap_ev="8.3 / 7.2" fmax_ev_per_a=4.97
C -0.26584 0.36354 -1.94516 1.436 1.575 0.100
C -0.38340 1.51899 -2.36446 -0.249 -1.709 0.592
C -0.18543 0.34189 1.39932 -3.273 -0.869 -3.638
O 1.17040 -2.02980 -1.54750 0.893 0.127 -0.503
O 0.52450 -0.75084 0.73636 -0.435 0.619 -3.823
P 0.23936 -1.06050 -0.98357 -1.977 -0.118 3.350
H -1.23667 -0.05842 1.70266 1.564 1.042 -0.810
H -0.22143 1.32065 0.76665 0.087 -1.787 1.331
H 0.35851 0.35448 2.23570 1.953 1.120 3.401



No. 2
9
Properties=species:S:1:pos:R:3:forces:R:3 method="wB97M-V/def2-TZVPD" spin_multiplicity=5 e_lumo_ev="-9.648 / -13.191" charge=+2 orbital_gap_ev="10.9 / 8.2" fmax_ev_per_a=8.10
O -1.07593 0.41749 0.07451 -7.954 -1.373 -0.695
C 2.59123 -0.24784 -0.34733 1.199 -0.563 0.671
O 3.60699 -0.71506 -0.39844 -1.236 0.593 -0.289
Rh 0.62829 0.58434 0.35329 6.727 0.791 0.462
C -2.19610 -0.28307 0.10053 3.291 -1.514 0.102
C -3.43553 0.22038 -0.02859 -2.405 1.859 0.043
H -2.07220 -1.37351 0.19434 0.192 0.374 -0.111
H -4.29582 -0.44799 0.00795 0.197 0.069 -0.066
H -3.61197 1.29549 -0.10780 -0.011 -0.235 -0.117



No. 3
9
Properties=species:S:1:pos:R:3:forces:R:3 method="wB97M-V/def2-TZVPD" e_lumo_ev="3.336 / 3.334" charge=-1 orbital_gap_ev="4.7 / 4.7" fmax_ev_per_a=4.85
C -0.27736 0.96700 0.18709 1.180 0.924 0.752
C 2.11749 -0.75466 -0.01997 -1.928 -2.829 3.435
C -1.45692 -0.03752 -0.11359 1.073 4.107 0.350
O -0.43268 2.05463 0.76741 -0.560 -1.833 -1.026
O 1.79132 -1.60158 0.78758 0.835 2.747 -2.663
S 3.04095 -0.01159 -1.03919 0.677 0.521 -0.804
H -1.28022 -0.25705 -1.09438 0.085 -0.801 -2.751
H -1.12640 -0.79514 0.45689 0.352 -3.057 2.195
H -2.37617 0.43590 0.06815 -1.712 0.221 0.514



No. 4
9
Properties=species:S:1:pos:R:3:forces:R:3 method="wB97M-V/def2-TZVPD" e_lumo_ev=3.716 charge=-1 orbital_gap_ev=7.8 fmax_ev_per_a=2.38
C 0.84595 0.91258 1.09659 -0.308 -0.388 -0.298
C 1.41306 1.66929 1.85981 1.428 0.621 0.905
C 0.14435 0.20386 0.02249 2.380 0.028 -0.001
O 4.52437 2.12227 0.79688 -0.150 0.191 0.379
O 4.39921 0.48151 2.58692 -0.123 0.683 0.067
S 4.11678 1.84518 2.16268 -0.496 -0.938 -0.500
H 0.91020 0.16547 -0.82302 -1.263 -0.476 0.706
H -0.19838 -0.77764 0.36170 -0.103 0.050 -0.487
H -0.62556 0.87350 -0.24592 -1.364 0.229 -0.771



No. 5
9
Properties=species:S:1:pos:R:3:forces:R:3 method="wB97M-V/def2-TZVPD" e_lumo_ev="-6.004 / -6.005" charge=+1 orbital_gap_ev="9.0 / 9.0" fmax_ev_per_a=5.89
C 0.61663 -0.08759 0.20857 -1.353 1.898 1.388
C -0.18807 -1.12991 -1.50842 -3.941 3.807 2.155
C -0.67973 0.46224 0.08621 2.445 -0.870 0.637
O -1.31653 -0.06242 -0.92024 2.907 -3.457 -2.363
O 0.77994 -0.98285 -0.75048 0.366 -1.064 -1.049
O -1.28365 1.34553 0.80434 -0.728 0.371 -0.030
H 1.41343 0.11584 0.90070 0.087 -0.170 -0.126
H -0.44997 -1.74724 -2.34139 0.052 -0.259 -0.312
H -0.82771 1.67586 1.59712 0.166 -0.255 -0.299



No. 6
9
Properties=species:S:1:pos:R:3:forces:R:3 method="wB97M-V/def2-TZVPD" e_lumo_ev=-5.180 charge=+1 orbital_gap_ev=9.8 fmax_ev_per_a=5.48
C 1.08559 0.75365 -1.93052 3.202 1.762 -4.083
C -0.06231 0.28012 0.07658 0.295 2.873 4.061
C -0.60696 -0.76080 0.73014 -0.758 -1.582 -1.899
O 1.73312 1.18189 -2.77210 -1.019 0.045 1.083
O -1.21044 -0.85873 1.89927 0.007 -1.200 -1.213
O 0.53963 0.10538 -1.14860 -1.350 -3.397 0.062
H 0.33361 1.29236 0.41448 -1.321 -1.571 0.328
H -0.76240 -1.73910 0.12918 0.437 1.678 1.000
H -1.04983 -0.25476 2.60157 0.506 1.392 0.660



So what do the calculations give for energy relative to the best compared isomer or geometry (same formula, charge and spin)? Going down the list: 54.34, 0.00, 64.67, 78.13, 38.65, 43.55 kcal/mol.